Run a
This record from the OMol25 dataset describes C5H7N in the gas phase. The level of theory is ωB97M-V/def2-TZVPD.

Last column: natural (NBO) charge in e.
CARTESIAN COORDINATES (ANGSTROEM)
C: -0.08 0.14 -1.37  -0.42
C: 0.91 -0.37 -0.34  -0.26
C: -0.51 -0.88 -0.37  -0.24
C: -0.74 -0.18 1.03  -0.13
N: -0.30 1.22 1.12  -0.57
C: 0.69 0.20 1.09  -0.06
H: 0.10 -0.24 -2.37  0.23
H: -0.52 1.13 -1.35  0.20
H: 1.83 -0.85 -0.64  0.23
H: -0.84 -1.87 -0.67  0.23
H: -1.54 -0.16 1.74  0.24
H: -0.44 1.76 0.28  0.34
H: 1.43 0.11 1.87  0.21

LUMO energy = 1.195 eV
structure (SMILES) = C1[C@@H]2[C@H]1[C@@H]1N[C@H]21
net charge = 0

Run b
This record from the OMol25 dataset describes C5H7N in the gas phase. The level of theory is ωB97M-V/def2-TZVPD.

Last column: natural (NBO) charge in e.
CARTESIAN COORDINATES (ANGSTROEM)
C: 2.37 0.50 0.10  -0.24
C: 1.36 -0.05 -0.17  -0.02
C: 0.16 -0.77 -0.45  -0.18
N: -0.75 -1.15 0.65  -0.56
C: -1.18 -0.16 -0.32  -0.05
C: -1.33 1.29 0.04  -0.63
H: 3.29 0.95 0.46  0.24
H: 0.24 -1.53 -1.21  0.22
H: -0.46 -0.71 1.53  0.36
H: -1.94 -0.48 -1.00  0.20
H: -2.19 1.45 0.72  0.21
H: -1.50 1.94 -0.85  0.22
H: -0.44 1.62 0.63  0.22

LUMO energy = 1.141 eV
structure (SMILES) = C#C[C@H]1N[C@H]1C
net charge = 0

Verdict on stability: run a comes out at the bottom.

Run a
This record from the OMol25 dataset describes C6H9NS in the gas phase. The level of theory is ωB97M-V/def2-TZVPD.

Last column: natural (NBO) charge in e.
CARTESIAN COORDINATES (ANGSTROEM)
N: -2.09 -1.26 0.93  -0.31
C: -1.15 -0.90 0.35  0.26
C: -0.07 -0.08 -0.28  -0.22
S: -0.54 0.11 -2.08  0.02
C: 1.33 -0.69 -0.01  -0.41
C: 1.62 -0.24 1.44  -0.41
C: 0.87 1.11 1.59  -0.43
C: -0.14 1.28 0.47  -0.41
H: 0.43 0.98 -2.30  0.11
H: 2.12 -0.25 -0.69  0.22
H: 1.36 -1.84 -0.08  0.24
H: 1.18 -0.94 2.16  0.21
H: 2.70 -0.22 1.55  0.22
H: 1.53 1.98 1.63  0.22
H: 0.35 1.06 2.55  0.22
H: -1.18 1.40 0.82  0.24
H: 0.07 2.11 -0.23  0.22

LUMO energy = 0.626 eV
structure (SMILES) = N#CC1(S)CCCC1
net charge = 0

Run b
This record from the OMol25 dataset describes a molecular structure, C6H9NS. The level of theory is ωB97M-V/def2-TZVPD.

Last column: natural (NBO) charge in e.
CARTESIAN COORDINATES (ANGSTROEM)
C: -0.91 -0.09 -0.21  0.10
C: 0.35 -0.65 -1.02  -0.39
C: 1.17 0.13 -0.06  -0.21
C: 0.16 -0.33 0.97  -0.39
C: 0.55 1.59 -0.20  -0.20
C: -0.78 1.40 -0.22  -0.23
H: -2.91 -0.74 0.62  0.37
H: -2.10 -2.03 -0.18  0.37
H: 0.33 -1.72 -0.48  0.21
H: 0.22 -0.49 -2.04  0.23
H: 3.73 0.78 0.38  0.16
H: 0.04 -1.46 1.28  0.21
H: -0.14 0.44 1.89  0.21
H: 1.28 2.52 -0.09  0.24
H: -1.66 2.04 -0.37  0.24
N: -2.26 -0.91 -0.16  -0.88
S: 2.95 -0.47 -0.11  -0.05

LUMO energy = 0.688 eV
net charge = 0

Verdict on stability: run b comes out at the bottom.

Run a
This record from the OMol25 dataset describes C6H9NS in the gas phase. The level of theory is ωB97M-V/def2-TZVPD.

Last column: natural (NBO) charge in e.
CARTESIAN COORDINATES (ANGSTROEM)
C: -1.82 -1.44 0.35  -0.60
C: -0.98 -0.50 -0.40  -0.10
C: 0.48 -0.73 -0.27  -0.12
C: 1.16 0.38 -0.05  -0.09
C: 2.69 0.51 0.15  -0.26
S: 3.84 -0.66 0.00  0.05
C: 0.20 1.55 0.03  -0.25
N: -1.08 0.86 0.09  -0.61
H: -1.62 -2.49 0.01  0.21
H: -1.59 -1.30 1.44  0.22
H: -2.87 -1.27 0.20  0.21
H: -1.29 -0.46 -1.45  0.18
H: 0.98 -1.69 -0.29  0.23
H: 2.88 1.56 0.49  0.19
H: 0.42 2.10 -0.88  0.18
H: 0.37 2.19 0.93  0.20
H: -1.78 1.38 -0.35  0.36

LUMO energy = -0.708 eV
structure (SMILES) = C[C@@H]1C=C(C=S)CN1
net charge = 0

Run b
This record from the OMol25 dataset describes C6H9NS in the gas phase. The level of theory is ωB97M-V/def2-TZVPD.

Last column: natural (NBO) charge in e.
CARTESIAN COORDINATES (ANGSTROEM)
C: 0.11 -0.78 1.82  -0.66
C: 1.38 -0.29 1.18  -0.14
C: 1.53 0.23 -0.03  -0.21
C: 0.48 0.52 -1.09  -0.18
N: -0.42 -0.55 -1.57  -0.62
C: -1.63 0.19 -1.23  -0.32
C: -0.77 1.28 -0.67  -0.05
S: -1.10 2.54 0.28  0.08
H: -0.71 -0.72 1.08  0.21
H: 0.19 -1.85 2.01  0.22
H: -0.09 -0.18 2.72  0.23
H: 2.32 -0.37 1.73  0.21
H: 2.51 0.49 -0.38  0.21
H: 0.89 0.96 -2.00  0.22
H: -0.26 -1.51 -1.16  0.37
H: -2.17 0.38 -2.17  0.22
H: -2.28 -0.34 -0.51  0.21

LUMO energy = -0.187 eV
structure (SMILES) = C/C=C\[C@H]1NCC1=S
net charge = 0

Verdict on stability: run b comes out at the bottom.